{
  "formula": "C24H44AuFN3OPSb2",
  "method": "ωB97M-V/def2-TZVPD",
  "elements": ["Au", "C", "Sb", "C", "C", "C", "C", "C", "C", "C", "C", "C", "Sb", "C", "C", "H", "H", "H", "H", "H", "H", "H", "H", "H", "H", "H", "H", "H", "H", "H", "H", "H", "H", "H", "H", "O", "P", "N", "C", "C", "C", "C", "N", "C", "C", "C", "C", "N", "C", "C", "C", "C", "H", "H", "H", "H", "H", "H", "H", "H", "H", "H", "H", "H", "H", "H", "H", "H", "H", "H", "H", "H", "H", "H", "H", "H", "F"],
  "coordinates": [[1.5107, -1.3761, -0.7668], [1.0212, -0.2062, 3.8535], [2.2529, -0.9204, 2.2914], [4.1509, -0.4821, 3.0426], [2.2854, -3.1295, 2.3396], [0.9923, -3.8228, 2.5207], [0.3926, -3.7025, 3.7909], [-0.8029, -4.3055, 4.0915], [-1.4368, -5.0736, 3.1110], [-0.8528, -5.2282, 1.8668], [0.3589, -4.6249, 1.5358], [0.9395, -4.8995, 0.1830], [0.2186, -3.4555, -1.2317], [0.1924, -4.5115, -3.0478], [-1.8273, -3.3071, -0.7730], [-0.0141, -0.5055, 3.7204], [1.1046, 0.8780, 3.9034], [1.5034, -0.6869, 4.7067], [4.3122, -1.0236, 3.9762], [4.2166, 0.5904, 3.2300], [4.8924, -0.7703, 2.2996], [2.9122, -3.1888, 3.2369], [2.8644, -3.3852, 1.4548], [0.9120, -3.1416, 4.5627], [-1.2403, -4.2026, 5.0752], [-2.3700, -5.5740, 3.3340], [-1.3357, -5.8631, 1.1325], [0.6385, -5.8792, -0.1866], [2.0248, -4.8488, 0.1552], [-0.4214, -5.3973, -2.8997], [1.2007, -4.7977, -3.3380], [-0.2427, -3.8822, -3.8219], [-2.2973, -4.2762, -0.9342], [-2.2765, -2.5660, -1.4333], [-1.9594, -2.9932, 0.2608], [0.0282, 0.4389, -0.4246], [-0.2529, 1.8225, -0.9953], [-1.4898, 2.5287, -0.2050], [-2.6306, 1.7588, 0.3449], [-3.3425, 2.7580, 1.2592], [-2.9986, 4.1190, 0.6512], [-1.5514, 3.9502, 0.2072], [-0.6173, 1.6623, -2.5809], [-0.6578, 0.3529, -3.2765], [-1.6664, 0.5572, -4.4214], [-2.4819, 1.7831, -3.9983], [-1.4272, 2.6451, -3.3238], [0.9797, 2.8774, -0.8891], [1.4453, 3.7861, -1.9638], [2.2843, 4.8054, -1.2052], [2.9312, 3.9666, -0.1038], [1.8062, 3.0258, 0.3313], [-2.2798, 0.8690, 0.8668], [-3.2954, 1.4332, -0.4619], [-2.9564, 2.6938, 2.2786], [-4.4151, 2.5741, 1.2895], [-3.1070, 4.9391, 1.3590], [-3.6411, 4.3179, -0.2091], [-0.8725, 4.1481, 1.0413], [-1.2757, 4.6152, -0.6104], [-0.9789, -0.4254, -2.5811], [0.3301, 0.0775, -3.6562], [-2.2844, -0.3257, -4.5784], [-1.1394, 0.7714, -5.3518], [-3.2519, 1.5003, -3.2764], [-2.9562, 2.2854, -4.8402], [-1.8367, 3.4003, -2.6527], [-0.8112, 3.1418, -4.0788], [0.6123, 4.2366, -2.4999], [2.0611, 3.2452, -2.6872], [1.6455, 5.5742, -0.7664], [3.0133, 5.2875, -1.8536], [3.3060, 4.5647, 0.7254], [3.7623, 3.3928, -0.5196], [1.2202, 3.4695, 1.1434], [2.1761, 2.0583, 0.6676], [2.7961, -0.1234, 0.6037]],
  "forces_ev_per_angstrom": [[-1.0, 0.0, -0.5], [-0.5, 0.6, -0.7], [1.1, -1.1, 0.7], [0.0, 0.1, 0.1], [0.1, 0.4, -0.5], [-0.7, -0.3, 0.1], [0.4, 0.1, -0.4], [-0.4, -0.3, -0.2], [0.1, 0.1, 0.2], [-0.1, 0.0, 0.1], [0.5, 0.3, 0.5], [-0.2, 0.1, -0.1], [0.3, -0.5, 0.1], [0.1, 0.1, -0.2], [-0.1, 0.2, 0.0], [0.0, -0.1, 0.1], [0.0, 0.0, 0.1], [0.0, 0.0, 0.0], [0.0, 0.0, 0.0], [0.1, -0.1, 0.0], [0.0, 0.0, 0.1], [0.0, 0.0, -0.1], [0.0, -0.1, 0.1], [0.0, 0.0, 0.0], [0.0, 0.0, 0.0], [0.0, 0.0, 0.0], [0.0, 0.0, 0.0], [0.0, 0.0, 0.1], [0.0, 0.0, 0.0], [0.0, 0.0, 0.0], [0.0, 0.0, 0.0], [0.0, 0.0, 0.0], [0.0, 0.0, 0.0], [0.0, 0.0, 0.0], [0.0, 0.0, 0.0], [0.3, 0.5, 0.2], [0.0, -0.6, 0.0], [-0.3, 0.1, 0.6], [0.0, 0.2, -0.3], [0.0, 0.0, -0.1], [0.0, 0.0, 0.0], [0.0, -0.2, 0.0], [-0.2, -0.2, -0.4], [0.0, 0.2, 0.0], [0.0, 0.1, 0.1], [0.0, -0.1, -0.1], [0.1, -0.2, 0.0], [0.6, 0.1, 0.1], [0.1, -0.2, 0.1], [0.0, 0.0, 0.0], [0.0, 0.0, 0.0], [-0.3, 0.2, -0.2], [0.0, 0.0, 0.0], [0.0, 0.0, 0.0], [0.0, 0.0, 0.0], [0.0, 0.0, 0.1], [-0.1, 0.0, 0.0], [0.0, 0.0, 0.0], [0.0, 0.0, 0.0], [0.0, 0.0, 0.0], [-0.1, 0.0, 0.0], [0.0, 0.0, 0.0], [0.0, 0.0, 0.0], [0.0, 0.0, 0.0], [0.0, 0.0, 0.0], [0.0, 0.0, 0.0], [0.0, 0.0, 0.0], [0.0, 0.1, 0.0], [0.0, 0.0, 0.0], [0.0, 0.0, 0.0], [0.0, 0.0, 0.0], [0.0, 0.1, 0.0], [0.0, 0.0, 0.0], [0.0, 0.0, 0.0], [0.0, 0.0, 0.0], [0.0, 0.0, 0.0], [-0.1, 0.5, 0.4]],
  "mulliken_charge": [0.24, -1.25, 1.24, -1.27, -1.54, 1.20, -0.48, -0.89, -0.72, -0.42, 0.42, -1.69, 0.87, -1.18, -1.34, 0.40, 0.44, 0.50, 0.46, 0.42, 0.41, 0.72, 0.40, 0.47, 0.44, 0.45, 0.47, 0.60, 0.52, 0.38, 0.40, 0.40, 0.45, 0.42, 0.38, 0.01, -2.16, 1.01, -0.34, -0.72, -0.75, -0.36, 0.43, -0.05, -0.61, -0.73, -0.45, 0.69, -0.25, -0.86, -0.77, 0.12, 0.17, 0.19, 0.28, 0.39, 0.40, 0.31, 0.25, 0.27, -0.19, 0.19, 0.36, 0.33, 0.23, 0.41, 0.23, 0.35, 0.32, 0.31, 0.29, 0.42, 0.41, 0.31, 0.24, -0.33, -0.64],
  "orbital_gap_ev": 5.58,
  "total_charge": 2,
  "fmax_ha_per_bohr": 0.0336,
  "homo_energy_ev": -13.28,
  "relative_energy_kcal_mol": 42.6
}

{
  "formula": "C24H44BF2N3O10S",
  "method": "ωB97M-V/def2-TZVPD",
  "elements": ["O", "C", "F", "N", "C", "O", "F", "C", "C", "C", "C", "O", "B", "O", "O", "O", "S", "O", "O", "H", "H", "H", "H", "H", "H", "H", "H", "C", "C", "C", "C", "C", "C", "N", "O", "C", "C", "C", "H", "H", "H", "H", "H", "H", "H", "H", "H", "H", "H", "H", "H", "H", "H", "H", "H", "H", "C", "C", "C", "C", "C", "C", "N", "O", "C", "C", "C", "H", "H", "H", "H", "H", "H", "H", "H", "H", "H", "H", "H", "H", "H", "H", "H", "H", "H"],
  "coordinates": [[8.6636, 4.0494, -2.5614], [8.5238, 3.5752, -3.6176], [9.5860, 2.9282, -4.1877], [7.3053, 3.6121, -4.3825], [7.4146, 2.5838, -5.4073], [6.7673, 1.6117, -5.3125], [8.2145, 2.7495, -6.4785], [7.1657, 4.9818, -4.9956], [6.0789, 5.0684, -6.1045], [4.7015, 4.3824, -5.8156], [3.8199, 5.0914, -4.7229], [3.4684, 4.1770, -3.6851], [2.3632, 3.4032, -4.0015], [1.1501, 3.8977, -4.4932], [2.5031, 2.0131, -3.8573], [4.4656, 6.2274, -4.1316], [5.6602, 5.6050, -3.1204], [5.6842, 6.3819, -1.9116], [7.0388, 6.0050, -4.0090], [8.1351, 5.1998, -5.4926], [6.4933, 4.5953, -7.0132], [5.9211, 6.1431, -6.2991], [4.7926, 3.2981, -5.6077], [4.1343, 4.4383, -6.7686], [2.9212, 5.4938, -5.2267], [0.5590, 3.1853, -4.7614], [1.6878, 1.5667, -4.1185], [-2.4707, -2.1173, 0.1587], [-1.5856, -1.6752, -1.0270], [-0.1323, -1.5303, -0.5532], [0.0959, -0.2978, 0.3194], [-0.4095, 0.9590, -0.3808], [-1.8530, 0.8533, -0.8830], [-2.1118, -0.4118, -1.6274], [-1.6066, -0.2872, -2.8308], [-2.8327, 0.9720, 0.3035], [-2.1530, 2.0987, -1.7325], [-1.6685, -2.8467, -2.0147], [-2.3494, -3.1816, 0.3628], [-2.2247, -1.6200, 1.0949], [-3.5288, -1.9524, -0.0523], [0.5336, -1.4693, -1.4212], [0.1670, -2.4250, -0.0017], [-0.3941, -0.4157, 1.2905], [1.1627, -0.1938, 0.5309], [-0.3168, 1.8082, 0.3012], [0.2583, 1.1713, -1.2235], [-3.8568, 0.7645, -0.0126], [-2.8183, 1.9837, 0.7130], [-2.5926, 0.3166, 1.1376], [-1.4428, 2.2271, -2.5499], [-2.0825, 3.0026, -1.1258], [-3.1609, 2.0633, -2.1516], [-2.6913, -2.9862, -2.3716], [-1.3554, -3.7715, -1.5288], [-1.0180, -2.7145, -2.8796], [-4.4381, -5.1724, 5.9614], [-3.5353, -4.7402, 4.7842], [-2.0874, -4.6076, 5.2727], [-1.8572, -3.3759, 6.1439], [-2.3397, -2.1129, 5.4364], [-3.7817, -2.2074, 4.9197], [-4.0437, -3.4748, 4.1765], [-3.5244, -3.3579, 2.9807], [-4.7713, -2.0745, 6.0961], [-4.0654, -0.9713, 4.0536], [-3.6196, -5.9125, 3.7974], [-4.3259, -6.2386, 6.1642], [-4.1979, -4.6754, 6.8996], [-5.4919, -4.9978, 5.7365], [-1.4115, -4.5550, 4.4122], [-1.8029, -5.5040, 5.8294], [-2.3591, -3.4871, 7.1094], [-0.7916, -3.2830, 6.3669], [-2.2473, -1.2611, 6.1151], [-1.6630, -1.9097, 4.5988], [-5.7938, -2.2762, 5.7714], [-4.7533, -1.0606, 6.4997], [-4.5440, -2.7262, 6.9366], [-3.3495, -0.8611, 3.2383], [-3.9957, -0.0643, 4.6557], [-5.0696, -1.0110, 3.6259], [-4.6400, -6.0427, 3.4300], [-3.3203, -6.8399, 4.2874], [-2.9592, -5.7875, 2.9393]],
  "forces_ev_per_angstrom": [[-0.1, 0.5, 0.8], [0.0, -0.1, 0.3], [-1.1, 0.0, -0.3], [2.4, -0.2, -1.5], [-1.1, -0.4, 0.2], [-0.1, -0.8, -0.2], [-0.1, 0.9, 0.7], [0.9, 1.1, -1.2], [-0.4, -0.8, 0.4], [0.0, 0.3, -0.3], [0.0, 0.1, -0.5], [-1.0, 0.2, -1.2], [-0.6, -1.6, 0.0], [1.1, 0.2, 0.2], [-0.1, 1.2, -0.1], [0.6, -0.6, 0.4], [-0.1, -0.3, 0.9], [0.1, 0.5, -0.8], [-0.9, -0.8, 0.0], [-0.5, 0.2, 0.3], [-0.1, 0.3, 0.3], [0.2, -0.5, 0.0], [0.1, 0.6, 0.2], [0.3, 0.0, 0.5], [0.4, -0.1, 0.5], [0.0, 0.3, 0.1], [0.3, -0.2, 0.2], [0.0, 0.2, 0.3], [-0.7, -1.6, 1.2], [0.3, 0.5, -0.1], [-0.1, -0.1, 0.0], [0.5, -0.4, -0.1], [-1.1, 1.3, 1.4], [2.7, 0.4, -1.5], [-0.9, -0.1, 0.2], [0.0, -0.2, 0.3], [0.1, -0.2, -0.6], [0.1, 0.3, -0.6], [0.1, 0.0, -0.1], [-0.1, 0.0, 0.0], [0.0, 0.0, 0.0], [-0.1, 0.0, -0.1], [-0.2, -0.1, -0.1], [0.0, 0.0, 0.0], [0.0, 0.0, 0.0], [-0.2, 0.1, -0.1], [-0.1, 0.0, -0.1], [0.1, -0.1, 0.0], [0.1, 0.0, -0.2], [0.0, -0.1, -0.1], [-0.1, -0.2, 0.0], [0.0, -0.2, 0.2], [0.0, -0.1, 0.0], [0.0, 0.0, 0.0], [0.0, 0.1, 0.2], [-0.1, 0.2, 0.0], [-0.1, 0.2, 0.3], [-0.7, -1.6, 1.2], [0.3, 0.5, -0.1], [-0.1, 0.0, 0.0], [0.4, -0.4, -0.1], [-1.0, 1.3, 1.3], [2.6, 0.4, -1.3], [-0.9, -0.1, 0.1], [0.0, -0.2, 0.3], [0.1, -0.3, -0.6], [0.1, 0.3, -0.6], [0.1, 0.0, -0.2], [-0.1, 0.1, -0.1], [0.0, 0.1, 0.0], [-0.1, 0.0, -0.1], [-0.2, -0.1, -0.1], [0.0, 0.0, 0.0], [0.0, 0.0, 0.0], [-0.2, 0.0, -0.1], [-0.1, 0.0, -0.1], [0.1, 0.0, 0.0], [0.1, 0.0, -0.2], [0.0, -0.1, -0.1], [-0.1, -0.2, 0.0], [0.0, -0.2, 0.2], [0.0, 0.0, 0.0], [0.0, 0.0, 0.0], [0.0, 0.1, 0.2], [-0.1, 0.2, 0.0]],
  "mulliken_charge": [-0.39, 0.57, -0.24, 0.18, 0.32, -0.42, -0.23, -0.03, -1.06, -0.68, 0.39, -0.44, 0.72, -0.52, -0.52, -0.47, 0.78, -0.64, -0.46, 0.61, 0.50, 0.37, 0.28, 0.39, 0.47, 0.27, 0.25, -1.58, 2.01, -1.45, -0.28, -1.07, 1.87, 0.49, -0.63, -1.67, -1.77, -1.88, 0.58, -0.23, 0.40, 0.42, 0.38, 0.09, 0.42, 0.44, 0.08, 0.38, 0.46, 0.11, 0.26, 0.42, 0.46, 0.44, 0.42, 0.39, -1.75, 1.88, -1.28, -0.53, -1.12, 1.85, 0.18, -0.40, -1.91, -1.35, -1.89, 0.47, 0.30, 0.36, 0.36, 0.35, 0.32, 0.40, 0.41, 0.18, 0.38, 0.46, 0.34, -0.09, 0.44, 0.48, 0.45, 0.45, 0.31],
  "orbital_gap_ev": [8.89, 9.46],
  "multiplicity": 3,
  "fmax_ha_per_bohr": 0.0596,
  "homo_energy_ev": [-8.70, -9.47],
  "s_squared": 2.01
}

{
  "formula": "C24H44BN2NiP2S",
  "method": "ωB97M-V/def2-TZVPD",
  "elements": ["Ni", "C", "C", "C", "C", "P", "C", "N", "B", "N", "C", "P", "C", "C", "C", "C", "C", "C", "C", "C", "C", "C", "C", "C", "C", "C", "C", "C", "C", "C", "H", "H", "H", "H", "H", "H", "H", "H", "H", "H", "H", "H", "H", "H", "H", "H", "H", "H", "H", "H", "H", "H", "H", "H", "H", "H", "H", "H", "H", "H", "H", "H", "H", "H", "H", "H", "H", "H", "H", "H", "H", "H", "H", "H", "S"],
  "coordinates": [[-0.2558, 0.4041, 0.8187], [-1.3708, 4.0747, -0.3792], [-1.2433, 2.9161, -1.3724], [-2.0191, 3.2665, -2.6454], [0.2395, 2.7599, -1.7359], [-1.7051, 1.2780, -0.5466], [-1.8810, 0.1279, -2.0444], [-1.1938, -1.0675, -1.6347], [-0.5151, -1.0824, -0.3554], [0.2589, -2.3105, -0.3808], [1.2345, -2.5162, 0.6634], [1.4374, -0.7785, 1.3908], [1.7852, -1.1464, 3.2040], [0.4036, -1.3557, 3.8372], [2.6334, -2.4004, 3.4486], [2.4625, 0.0411, 3.8947], [3.0240, -0.2325, 0.5320], [3.3606, 1.2241, 0.8612], [4.2439, -1.0968, 0.8584], [2.7495, -0.3334, -0.9768], [0.1655, -2.8874, -1.6253], [0.7936, -3.9905, -2.1728], [0.5275, -4.3190, -3.5042], [-0.3555, -3.5685, -4.2635], [-1.0057, -2.4570, -3.7196], [-0.7405, -2.1140, -2.4079], [-3.4565, 1.3253, 0.1366], [-3.7881, -0.1303, 0.4932], [-3.4936, 2.1311, 1.4394], [-4.5203, 1.8672, -0.8196], [-0.8267, 4.9385, -0.7757], [-0.9406, 3.8036, 0.5902], [-2.4143, 4.3733, -0.2524], [-1.6162, 4.2028, -3.0445], [-3.0801, 3.4223, -2.4604], [-1.9141, 2.5143, -3.4274], [0.5850, 3.6799, -2.2181], [0.4071, 1.9303, -2.4299], [0.8252, 2.5900, -0.8323], [-1.4277, 0.5595, -2.9413], [-2.9366, -0.0588, -2.2732], [2.1643, -2.9491, 0.2815], [0.8478, -3.1912, 1.4325], [-0.1252, -2.2009, 3.3875], [-0.1998, -0.4543, 3.7158], [0.5317, -1.5640, 4.9047], [2.1722, -3.3076, 3.0587], [2.7423, -2.5346, 4.5299], [3.6364, -2.3176, 3.0289], [1.9395, 0.9695, 3.6558], [3.5133, 0.1219, 3.6076], [2.4287, -0.1212, 4.9770], [3.6973, 1.3415, 1.8901], [2.4921, 1.8734, 0.7439], [4.1715, 1.5472, 0.1990], [4.5890, -0.9306, 1.8794], [5.0632, -0.8150, 0.1887], [4.0662, -2.1650, 0.7223], [1.8393, 0.2030, -1.2496], [2.6517, -1.3659, -1.3166], [3.5900, 0.1179, -1.5116], [1.4803, -4.5846, -1.5817], [1.0206, -5.1755, -3.9478], [-0.5464, -3.8446, -5.2932], [-1.6985, -1.8720, -4.3125], [-3.0544, -0.5341, 1.1937], [-3.8197, -0.7861, -0.3789], [-4.7738, -0.1528, 0.9674], [-2.6714, 1.8547, 2.1025], [-4.4530, 1.9461, 1.9349], [-3.4132, 3.2015, 1.2595], [-4.4941, 1.3986, -1.8054], [-4.4220, 2.9448, -0.9487], [-5.5113, 1.6809, -0.3925], [0.1091, 2.0810, 2.1485]],
  "forces_ev_per_angstrom": [[-0.1, 0.0, -0.2], [-0.1, 0.0, 0.0], [0.0, -0.1, 0.0], [0.0, -0.1, 0.0], [0.0, 0.0, 0.0], [0.1, 0.1, 0.0], [-0.2, 0.1, 0.0], [0.1, 0.1, 0.3], [0.2, 0.1, -0.1], [0.0, 0.3, 0.2], [0.0, 0.0, 0.1], [0.1, -0.2, 0.2], [0.1, -0.1, 0.0], [0.0, 0.1, 0.0], [0.1, 0.0, 0.0], [0.0, 0.0, 0.0], [0.0, -0.1, 0.0], [-0.1, 0.0, 0.0], [0.1, 0.0, 0.0], [0.0, 0.0, 0.0], [0.0, -0.1, -0.1], [0.0, 0.0, 0.0], [0.0, -0.1, 0.0], [0.0, 0.0, 0.0], [0.0, 0.0, 0.0], [0.0, -0.1, -0.1], [0.0, 0.0, -0.1], [0.0, 0.0, 0.0], [0.0, 0.0, 0.0], [0.0, 0.0, 0.0], [0.0, 0.0, 0.0], [0.0, 0.0, 0.0], [0.0, 0.0, 0.0], [0.0, 0.0, 0.0], [0.0, 0.0, 0.0], [0.0, 0.0, 0.0], [0.0, 0.0, 0.0], [0.0, 0.0, 0.0], [0.0, 0.0, 0.0], [0.1, 0.0, 0.0], [0.0, 0.0, -0.1], [0.0, 0.1, 0.0], [0.0, 0.0, 0.0], [0.0, 0.0, 0.0], [0.0, 0.0, 0.0], [0.0, 0.0, 0.0], [0.0, 0.0, 0.0], [0.0, 0.0, 0.0], [-0.1, 0.0, 0.1], [0.0, 0.1, 0.0], [0.0, 0.0, 0.0], [0.0, 0.0, 0.0], [0.0, 0.0, 0.0], [0.0, 0.0, 0.0], [0.0, 0.0, 0.0], [0.0, 0.0, 0.0], [0.0, 0.0, 0.0], [0.0, 0.0, 0.0], [0.0, 0.0, 0.0], [0.0, 0.0, 0.0], [0.0, 0.0, 0.0], [0.0, 0.0, 0.0], [0.0, 0.0, 0.0], [0.0, 0.0, 0.0], [0.0, 0.0, 0.0], [0.0, 0.0, 0.0], [0.0, 0.0, 0.0], [0.0, 0.0, 0.0], [0.0, 0.0, 0.0], [0.0, 0.0, 0.0], [0.0, 0.0, 0.0], [0.0, 0.0, 0.0], [0.0, 0.0, 0.0], [0.0, 0.0, 0.0], [0.0, 0.1, 0.1]],
  "mulliken_charge": [-0.42, -1.53, 1.79, -1.73, -1.73, 1.68, -1.73, 0.30, -0.88, 0.37, -1.46, 1.25, 2.11, -1.78, -1.78, -1.52, 2.19, -1.50, -1.98, -2.06, 0.59, -0.70, -0.68, -0.65, -0.76, 0.25, 1.83, -1.71, -1.57, -1.85, 0.53, 0.10, 0.30, 0.53, 0.26, 0.28, 0.68, 0.25, 0.03, 0.57, 0.45, 0.28, 0.46, 0.27, 0.17, 0.58, 0.28, 0.55, 0.27, 0.17, 0.27, 0.56, 0.28, -0.03, 0.54, 0.31, 0.51, 0.30, 0.15, 0.23, 0.73, 0.44, 0.37, 0.37, 0.46, 0.11, 0.27, 0.67, 0.12, 0.54, 0.29, 0.29, 0.29, 0.50, -0.89],
  "orbital_gap_ev": 5.15,
  "total_charge": -1,
  "fmax_ha_per_bohr": 0.0065,
  "homo_energy_ev": -2.37,
  "relative_energy_kcal_mol": 0.0
}